# 1
{
  "formula": "C6H14N2O2",
  "method": "the ωB97M-V functional and the def2-TZVPD basis",
  "elements": ["C", "C", "C", "O", "N", "H", "H", "H", "H", "H", "H", "H", "C", "C", "C", "O", "N", "H", "H", "H", "H", "H", "H", "H"],
  "xyz": [[0.32, -1.54, 2.60], [-1.24, 1.63, 1.53], [-0.48, 0.67, 2.32], [0.03, 1.03, 3.38], [-0.36, -0.58, 1.80], [-0.88, -0.89, 0.96], [0.60, -2.51, 2.10], [-0.52, 2.50, 1.39], [1.22, -1.01, 2.96], [-0.17, -1.79, 3.52], [-1.47, 1.35, 0.45], [-2.15, 1.98, 1.94], [0.86, -1.85, -1.61], [0.08, 1.71, -2.62], [0.07, -0.55, -1.62], [-0.91, -0.40, -0.94], [0.70, 0.41, -2.37], [1.05, -2.33, -2.57], [0.32, -2.56, -0.94], [1.41, 0.35, -3.08], [-0.55, 2.00, -1.79], [1.77, -1.73, -0.96], [0.91, 2.42, -2.91], [-0.59, 1.69, -3.52]],
  "nbo_charge": [-0.427, -0.717, 0.655, -0.641, -0.630, 0.434, 0.196, 0.233, 0.220, 0.195, 0.231, 0.236, -0.730, -0.421, 0.701, -0.634, -0.628, 0.233, 0.232, 0.405, 0.226, 0.243, 0.201, 0.188],
  "gap_ha": 0.3556,
  "smiles": "CNC(C)=O.CNC(C)=O",
  "spin_multiplicity": 1,
  "e_above_lowest_kcal_mol": 28.8
}

=====

# 2
{
  "formula": "B4CsF8H8",
  "method": "the ωB97M-V functional and the def2-TZVPD basis",
  "elements": ["Cs", "B", "H", "H", "H", "H", "B", "H", "H", "H", "H", "B", "F", "F", "F", "F", "B", "F", "F", "F", "F"],
  "xyz": [[0.14, 0.37, -0.62], [-0.29, -2.28, -2.57], [0.48, -2.45, -1.84], [-1.26, -2.14, -2.11], [-0.17, -1.33, -3.07], [-0.42, -3.09, -3.28], [0.48, -2.99, 0.76], [1.04, -3.69, 0.16], [-0.55, -2.83, 0.47], [0.53, -3.40, 1.75], [1.02, -2.06, 0.74], [-2.69, 2.44, 0.83], [-3.11, 1.62, -0.23], [-3.56, 2.90, 1.83], [-1.64, 1.68, 1.29], [-2.25, 3.51, 0.22], [2.45, 2.74, 1.18], [1.97, 1.47, 1.43], [2.16, 3.62, 2.20], [3.78, 2.70, 0.84], [1.90, 3.21, 0.02]],
  "mulliken_charge": [0.887, 0.359, -0.321, -0.238, -0.392, -0.307, 0.522, -0.264, -0.291, -0.265, -0.571, 0.523, -0.443, -0.420, -0.384, -0.346, 0.635, -0.423, -0.402, -0.424, -0.436],
  "gap_ha": 0.2026,
  "spin_multiplicity": 1,
  "total_charge": -3,
  "e_above_lowest_kcal_mol": 69.3
}

=====

# 3
{
  "formula": "CH7N2",
  "method": "the ωB97M-V functional and the def2-TZVPD basis",
  "elements": ["N", "H", "H", "H", "H", "C", "N", "H", "H", "H"],
  "xyz": [[0.39, -1.64, 0.75], [1.39, -1.86, 0.76], [0.06, -1.90, 1.68], [0.50, -0.53, 0.75], [-0.27, -1.95, 0.02], [-0.10, 1.82, -0.94], [-0.56, 0.72, -0.39], [0.94, 2.04, -1.20], [-0.80, 2.62, -1.26], [-1.55, 0.67, -0.18]],
  "nbo_charge": [-0.935, 0.425, 0.411, 0.485, 0.445, -0.377, -1.035, 0.136, 0.119, 0.327],
  "gap_ha": [0.1025, 0.2712],
  "s_squared": 0.75,
  "spin_multiplicity": 2,
  "e_above_lowest_kcal_mol": 67.2
}

=====

# 4
{
  "formula": "CH5FO2SSi",
  "method": "the ωB97M-V functional and the def2-TZVPD basis",
  "elements": ["C", "O", "O", "F", "Si", "S", "H", "H", "H", "H", "H"],
  "xyz": [[-2.05, -0.52, -0.56], [0.45, 1.25, 1.99], [2.67, 1.73, 0.31], [2.59, -0.34, 1.97], [1.80, 0.95, 1.40], [-0.57, -1.11, -1.41], [-1.64, 0.42, 0.00], [-2.43, -1.36, 0.04], [-2.83, -0.45, -1.46], [-1.20, -2.07, -1.81], [3.20, 1.51, -0.46]],
  "nbo_charge": [-0.749, -1.190, -1.127, -0.643, 2.414, -0.039, 0.261, 0.220, 0.222, 0.087, 0.545],
  "gap_ha": 0.3175,
  "smiles": "O=[Si](O)F.CS",
  "spin_multiplicity": 1,
  "e_above_lowest_kcal_mol": 68.6
}

=====

# 5
{
  "formula": "C27H28F12N7O2PtS",
  "method": "the ωB97M-V functional and the def2-TZVPD basis",
  "elements": ["Pt", "C", "C", "C", "C", "C", "N", "C", "C", "C", "C", "C", "C", "C", "C", "O", "C", "F", "F", "F", "C", "F", "F", "F", "C", "C", "C", "O", "C", "F", "F", "F", "C", "F", "F", "F", "H", "H", "H", "H", "H", "H", "H", "H", "H", "H", "H", "H", "C", "C", "N", "C", "S", "N", "C", "C", "H", "H", "H", "H", "H", "H", "H", "H", "H", "H", "H", "H", "N", "C", "N", "N", "C", "N", "H", "H", "H", "H"],
  "xyz": [[0.19, -0.42, -0.26], [-0.20, 5.34, -4.16], [0.06, 4.29, -3.11], [1.29, 4.17, -2.48], [1.50, 3.21, -1.52], [0.49, 2.31, -1.12], [0.76, 1.44, -0.07], [1.52, 1.86, 1.00], [1.28, 3.16, 1.48], [2.02, 3.74, 2.48], [3.04, 3.02, 3.10], [3.87, 3.62, 4.21], [3.27, 1.73, 2.67], [2.55, 1.11, 1.64], [3.04, -0.33, 1.21], [2.50, -0.91, 0.11], [2.85, -1.31, 2.42], [1.57, -1.60, 2.59], [3.50, -2.48, 2.18], [3.30, -0.86, 3.61], [4.59, -0.21, 0.95], [4.89, 0.90, 0.27], [5.04, -1.24, 0.19], [5.34, -0.22, 2.06], [-0.73, 2.37, -1.81], [-0.92, 3.37, -2.77], [-1.87, 1.38, -1.51], [-1.71, 0.53, -0.47], [-2.14, 0.54, -2.81], [-1.10, -0.27, -3.06], [-3.22, -0.27, -2.64], [-2.37, 1.23, -3.94], [-3.18, 2.18, -1.19], [-3.82, 2.67, -2.28], [-4.08, 1.42, -0.55], [-2.93, 3.23, -0.39], [0.42, 6.22, -3.99], [-1.25, 5.64, -4.16], [0.03, 4.96, -5.16], [2.10, 4.85, -2.74], [2.47, 3.12, -1.04], [0.48, 3.73, 1.01], [1.82, 4.76, 2.79], [3.91, 4.71, 4.13], [4.89, 3.24, 4.17], [3.46, 3.37, 5.19], [4.06, 1.18, 3.17], [-1.88, 3.45, -3.27], [-5.25, -2.55, -1.36], [-3.76, -2.89, -1.35], [-3.00, -2.14, -0.36], [-2.74, -2.52, 0.89], [-1.52, -1.78, 1.77], [-3.52, -3.53, 1.38], [-3.53, -3.94, 2.78], [-4.73, -3.38, 3.52], [-5.76, -3.14, -2.13], [-5.39, -1.49, -1.57], [-5.72, -2.76, -0.40], [-3.33, -2.66, -2.32], [-3.61, -3.96, -1.17], [-2.43, -1.36, -0.68], [-4.40, -3.67, 0.90], [-2.61, -3.56, 3.22], [-3.52, -5.03, 2.83], [-4.71, -2.29, 3.48], [-4.71, -3.68, 4.57], [-5.67, -3.72, 3.08], [3.54, -2.90, -1.80], [3.03, -4.06, -1.37], [3.83, -5.17, -1.40], [1.80, -4.22, -0.99], [0.98, -3.21, -1.03], [0.15, -2.40, -1.05], [4.53, -2.85, -1.98], [3.13, -2.05, -1.42], [4.81, -5.03, -1.24], [3.43, -5.97, -0.92]],
  "mulliken_charge": [1.618, -1.615, 0.231, -1.010, 0.070, 0.170, -0.472, 0.323, 0.010, -0.943, 0.039, -1.658, -0.458, -0.788, 1.522, -0.780, 0.455, -0.195, -0.317, -0.285, 0.502, -0.264, -0.243, -0.274, -0.796, -0.600, 2.080, -1.320, 0.441, -0.295, -0.234, -0.309, 0.424, -0.288, -0.209, -0.276, 0.379, 0.380, 0.294, 0.367, 0.522, 0.539, 0.370, 0.374, 0.371, 0.310, 0.423, 0.456, -1.011, -1.031, 0.458, 0.656, -0.508, -0.118, -0.569, -1.087, 0.334, 0.275, 0.335, 0.413, 0.601, -0.672, 0.119, 0.401, 0.295, 0.248, 0.372, 0.335, -0.363, 0.636, -0.514, -0.792, 0.768, -0.483, 0.269, 0.093, 0.242, 0.254],
  "gap_ha": 0.2229,
  "spin_multiplicity": 1,
  "total_charge": -1,
  "e_above_lowest_kcal_mol": 30.2
}

=====

# 6
{
  "formula": "C5H8O2",
  "method": "the ωB97M-V functional and the def2-TZVPD basis",
  "elements": ["O", "C", "C", "C", "C", "C", "O", "H", "H", "H", "H", "H", "H", "H", "H"],
  "xyz": [[1.96, -0.82, -0.57], [0.94, -0.55, 0.36], [0.42, 0.89, 0.23], [-0.97, 0.69, -0.54], [-1.61, 1.03, 0.70], [-0.31, -1.39, 0.09], [-0.97, -0.67, -0.94], [1.54, -0.89, -1.44], [1.37, -0.75, 1.35], [0.35, 1.38, 1.21], [1.07, 1.50, -0.41], [-1.05, 1.30, -1.44], [-1.71, 2.13, 0.71], [-0.95, -1.46, 0.98], [-0.08, -2.39, -0.29]],
  "nbo_charge": [-0.704, 0.066, -0.445, -0.060, -0.146, -0.116, -0.523, 0.469, 0.195, 0.265, 0.253, 0.205, 0.133, 0.203, 0.204],
  "gap_ha": 0.3443,
  "spin_multiplicity": 1,
  "e_above_lowest_kcal_mol": 101.2
}